This record from OMol25 describes C33H39NP2RuS4 as an isolated structure. The level of theory is the ωB97M-V functional and the def2-TZVPD basis.

Values from the calculation:
total charge = +4
maximum force = 0.0235 Eh/bohr
highest occupied orbital energy = -0.7029 Ha
gap between HOMO and LUMO = 5.5 eV
total energy = -3704.6052 Ha

Element x y z (Å)
Ru 0.81 0.73 -0.13
C 1.55 3.95 0.32
C 1.42 3.50 1.76
S 1.52 1.70 1.94
C 3.32 1.42 1.98
C 4.03 1.56 0.65
S 3.17 0.47 -0.51
C 3.46 1.09 -2.17
C 2.43 0.41 -3.06
S 0.68 0.57 -2.52
C 0.22 2.21 -3.13
C 0.79 3.32 -2.29
S 0.33 2.98 -0.58
H 2.53 3.79 -0.12
H 1.30 5.00 0.23
H 0.45 3.77 2.17
H 2.18 3.96 2.40
H 3.42 0.41 2.38
H 3.72 2.11 2.73
H 5.06 1.23 0.73
H 4.04 2.58 0.27
H 4.47 0.79 -2.48
H 3.41 2.18 -2.19
H 2.60 -0.66 -3.12
H 2.47 0.80 -4.08
H -0.87 2.20 -3.11
H 0.52 2.28 -4.18
H 0.35 4.27 -2.58
H 1.87 3.42 -2.36
C -2.34 -1.84 -1.50
N -1.45 -1.29 -0.42
P -1.59 0.36 0.21
C -2.17 0.20 1.89
C -2.05 1.31 2.72
C -2.60 1.29 3.99
C -3.27 0.15 4.43
C -3.37 -0.97 3.62
C -2.82 -0.95 2.34
C -2.96 1.09 -0.67
C -4.20 0.45 -0.54
C -5.33 0.98 -1.13
C -5.25 2.18 -1.84
C -4.04 2.84 -1.96
C -2.90 2.30 -1.38
P 0.14 -1.65 -0.46
C 0.52 -3.19 -1.23
C 1.09 -3.30 -2.50
C 1.31 -4.56 -3.02
C 0.94 -5.68 -2.29
C 0.38 -5.56 -1.02
C 0.16 -4.31 -0.46
C 1.03 -1.55 1.09
C 0.56 -1.33 2.41
C 1.34 -1.67 3.50
C 2.60 -2.23 3.31
C 3.10 -2.45 2.01
C 2.35 -2.11 0.93
H -2.73 -1.02 -2.10
H -3.17 -2.38 -1.04
H -1.78 -2.52 -2.12
H -1.56 2.22 2.37
H -2.52 2.15 4.64
H -3.74 0.14 5.41
H -3.88 -1.86 3.97
H -2.91 -1.83 1.70
H -4.30 -0.46 0.05
H -6.28 0.47 -1.04
H -6.15 2.62 -2.26
H -3.98 3.77 -2.51
H -1.98 2.85 -1.46
H 1.36 -2.42 -3.08
H 1.74 -4.67 -4.01
H 1.10 -6.67 -2.70
H 0.10 -6.44 -0.45
H -0.26 -4.21 0.53
H -0.44 -0.98 2.59
H 0.95 -1.52 4.50
H 3.19 -2.53 4.17
H 4.07 -2.93 1.88
H 2.73 -2.34 -0.06

Atomic partial charges in e from the Mulliken method, atoms 1 to 4: Ru -0.2563; C -0.7657; C -0.9637; S 0.3853

---

This record from OMol25 describes one molecule with the formula C4H8N4. The level of theory is the ωB97M-V functional and the def2-TZVPD basis.

Values from the calculation:
maximum force = 0.1235 Eh/bohr
highest occupied orbital energy = -0.2602 Ha
relative energy (zero: lowest compared OMol25 entry of this formula, charge and spin) = 155.3 kcal per mole
gap between HOMO and LUMO = 8.2 eV
SMILES = C1=NN[C@H]2C[C@@H]2NN1
total energy = -376.0010 Ha

Element x y z (Å)
C 1.62 0.40 -0.04
N 1.01 1.50 -0.10
N -0.29 1.50 0.07
C -0.95 0.35 0.56
C -2.23 -0.23 -0.08
C -0.76 -0.70 -0.49
N 0.20 -1.60 -0.05
N 1.48 -1.06 0.07
H 2.74 0.66 0.00
H -0.66 2.34 -0.32
H -0.61 -0.21 1.55
H -3.07 -0.74 0.57
H -2.85 0.47 -0.83
H -0.65 -0.18 -1.38
H -0.10 -1.82 0.89
H 2.29 -1.79 -0.12

Atomic partial charges in e from the natural (NBO) method, atoms 1 to 4: C 0.1386; N -0.2826; N -0.4766; C -0.1092